1.
{"formula": "C3H2MnO2", "method": "wB97M-V/def2-TZVPD", "elements": ["H", "O", "O", "C", "C", "C", "H", "Mn"], "xyz": [[-2.269, 1.292, 0.521], [0.859, 0.818, -1.084], [1.190, -0.398, 0.601], [1.924, 1.379, -0.352], [2.309, 0.512, 0.622], [0.322, -0.097, -0.330], [2.468, 2.154, -0.882], [-1.792, -0.271, 0.006]], "gap_ev": [6.3, 6.0], "multiplicity": 6, "homo_energy_ha": [-0.2947, -0.2947]}



2.
{"formula": "C3H2MnO4", "method": "wB97M-V/def2-TZVPD", "elements": ["H", "C", "C", "O", "C", "O", "O", "O", "Mn", "H"], "xyz": [[-0.485, 0.330, 2.672], [0.529, 0.212, 2.216], [0.397, -0.144, 0.741], [-0.521, 0.389, 0.085], [-0.617, 0.143, -1.361], [-0.974, -0.976, -1.724], [-0.303, 1.099, -2.057], [1.536, -0.090, 2.781], [-0.724, -0.206, -3.593], [1.163, -0.757, 0.241]], "charge": 2, "gap_ev": [8.0, 7.7], "multiplicity": 6, "homo_energy_ha": [-0.7012, -0.7012]}



3.
{"formula": "C3H2N2", "method": "wB97M-V/def2-TZVPD", "elements": ["C", "C", "C", "N", "N", "H", "H"], "xyz": [[0.027, -1.618, 0.029], [0.163, -0.214, 0.026], [-2.057, -0.230, 0.025], [-0.015, -2.769, -0.044], [-3.202, -0.460, -0.016], [0.479, 0.454, 0.824], [0.290, 0.033, -1.025]], "gap_ev": 9.3, "multiplicity": 1, "homo_energy_ha": -0.4259}



4.
{"formula": "C3H2N2O", "method": "wB97M-V/def2-TZVPD", "elements": ["C", "C", "C", "N", "N", "O", "H", "H"], "xyz": [[-1.482, 1.204, 0.757], [1.203, -0.108, 0.398], [0.245, -0.590, -0.926], [-2.445, 1.383, 1.322], [0.229, 0.524, -0.105], [2.100, -0.523, 1.066], [0.602, -0.440, -1.922], [-0.453, -1.450, -0.590]], "gap_ev": [7.9, 7.9], "multiplicity": 1, "homo_energy_ha": [-0.3768, -0.3769]}



5.
{"formula": "C3H2N2O", "method": "wB97M-V/def2-TZVPD", "elements": ["N", "C", "N", "C", "C", "O", "H", "H"], "xyz": [[1.038, 1.393, -2.093], [0.588, 0.551, -1.451], [-0.030, -0.261, -0.530], [-0.789, -0.057, 0.634], [0.455, -0.798, 0.654], [1.343, -1.400, 1.072], [-1.930, -0.358, 0.670], [-0.674, 0.930, 1.044]], "gap_ev": 11.2, "smiles": "N#CN1CC1=O", "multiplicity": 1, "homo_energy_ha": -0.3915}



6.
{"formula": "C3H2N2O", "method": "wB97M-V/def2-TZVPD", "elements": ["C", "C", "C", "N", "N", "O", "H", "H"], "xyz": [[-0.105, -1.112, 0.171], [-0.725, 0.169, 0.711], [0.662, 0.855, -0.753], [0.869, -0.847, -0.594], [-0.146, 1.222, 0.290], [1.039, 1.443, -1.692], [-0.173, -2.130, 0.370], [-1.421, 0.400, 1.498]], "gap_ev": [8.7, 7.7], "multiplicity": 3, "homo_energy_ha": [-0.2832, -0.4148]}



7.
{"formula": "C3H2N2O2", "method": "wB97M-V/def2-TZVPD", "elements": ["O", "C", "C", "N", "C", "N", "O", "H", "H"], "xyz": [[-2.415, -0.779, -0.135], [-1.710, 0.193, -0.049], [-0.228, 0.295, 0.004], [0.628, 1.228, 0.095], [1.660, 0.234, 0.071], [1.017, -0.905, -0.020], [0.439, -1.996, -0.097], [-2.086, 1.231, 0.008], [2.695, 0.499, 0.122]], "gap_ev": [7.6, 7.6], "multiplicity": 1, "homo_energy_ha": [-0.3369, -0.3369]}



8.
{"formula": "C3H2N2O2", "method": "wB97M-V/def2-TZVPD", "elements": ["O", "C", "N", "C", "C", "N", "O", "H", "H"], "xyz": [[-2.743, -0.365, -0.017], [-1.538, -0.140, -0.166], [-0.901, 1.027, -0.115], [0.470, 0.890, 0.077], [1.214, -0.314, -0.176], [0.635, -1.475, -0.111], [-0.713, -1.387, 0.114], [1.118, 1.752, 0.300], [2.459, 0.011, 0.094]], "gap_ev": 8.7, "smiles": "O=c1nccno1", "multiplicity": 1, "homo_energy_ha": -0.3927}



9.
{"formula": "C3H2N2O2", "method": "wB97M-V/def2-TZVPD", "elements": ["C", "C", "C", "N", "N", "O", "O", "H", "H"], "xyz": [[-0.564, 0.587, 0.089], [-1.002, -0.728, -0.014], [0.826, 1.006, 0.006], [-0.047, -1.719, -0.103], [1.666, -0.125, 0.083], [1.327, 2.062, -0.168], [1.193, -1.344, -0.078], [-1.428, 1.201, -0.027], [-1.972, -0.940, 0.211]], "gap_ev": [8.2, 8.2], "multiplicity": 1, "homo_energy_ha": [-0.3685, -0.3687]}



10.
{"formula": "C3H2N2O2", "method": "wB97M-V/def2-TZVPD", "elements": ["H", "N", "C", "C", "N", "O", "C", "O", "H"], "xyz": [[0.854, 2.147, 1.706], [0.961, 1.886, 0.724], [0.624, 0.816, 0.179], [0.668, 0.535, -1.229], [0.383, -0.030, -2.197], [0.091, -0.602, 0.795], [-0.901, -1.364, 0.166], [-1.416, -1.143, -0.889], [-1.264, -2.245, 0.746]], "gap_ev": 10.2, "smiles": "[H]/N=C(/C#N)OC=O", "multiplicity": 1, "homo_energy_ha": -0.3926}



11.
{"formula": "C3H2N2O2", "method": "wB97M-V/def2-TZVPD", "elements": ["O", "C", "C", "N", "C", "N", "O", "H", "H"], "xyz": [[0.566, -0.268, -2.562], [0.455, -0.091, -1.404], [-0.372, 0.835, -0.444], [-1.225, 0.039, 0.180], [-0.537, -0.286, 1.300], [0.640, 0.292, 1.414], [0.660, 1.185, 0.376], [0.977, -0.627, -0.515], [-0.862, -1.039, 2.003]], "gap_ev": [9.6, 9.6], "smiles": "O=Cc1ncno1", "multiplicity": 1, "homo_energy_ha": [-0.3950, -0.3950]}



12.
{"formula": "C3H2N2O2", "method": "wB97M-V/def2-TZVPD", "elements": ["O", "C", "C", "N", "C", "N", "O", "H", "H"], "xyz": [[2.396, -0.420, 1.256], [1.343, -0.849, 0.869], [0.257, -0.034, 0.208], [0.121, 0.149, -1.066], [-1.120, 0.735, -1.118], [-1.706, 0.882, 0.032], [-0.784, 0.371, 0.933], [1.075, -1.923, 0.916], [-1.583, 1.089, -2.030]], "gap_ev": 11.3, "smiles": "O=Cc1ncno1", "multiplicity": 1, "homo_energy_ha": -0.4114}



13.
{"formula": "C3H2N2O2", "method": "wB97M-V/def2-TZVPD", "elements": ["C", "C", "C", "N", "N", "O", "O", "H", "H"], "xyz": [[-1.013, -0.379, 0.545], [0.440, 0.027, -0.189], [-1.205, 1.143, 0.233], [0.138, 1.290, -0.120], [1.546, -0.649, -0.447], [-1.482, -1.322, 1.127], [-2.170, 1.841, 0.185], [1.316, -1.672, -0.310], [2.431, -0.277, -1.024]], "gap_ev": [7.0, 6.9], "multiplicity": 3, "homo_energy_ha": [-0.2493, -0.3785]}



14.
{"formula": "C3H2N2O3", "method": "wB97M-V/def2-TZVPD", "elements": ["O", "N", "C", "C", "N", "C", "O", "O", "H", "H"], "xyz": [[-2.683, -1.259, 0.020], [-2.203, -0.149, 0.143], [-0.941, -0.070, -0.295], [-0.130, 1.068, -0.115], [1.203, 0.650, -0.090], [1.219, -0.813, -0.063], [2.176, -1.510, 0.090], [-0.032, -1.230, -0.281], [-0.392, 2.117, 0.038], [1.781, 1.195, 0.554]], "gap_ev": 8.3, "smiles": "O=Nc1c[nH]c(=O)o1", "multiplicity": 1, "homo_energy_ha": -0.3489}



15.
{"formula": "C3H2N2O3", "method": "wB97M-V/def2-TZVPD", "elements": ["C", "C", "C", "N", "N", "O", "O", "O", "H", "H"], "xyz": [[0.406, -1.074, 0.043], [1.591, -0.705, -0.548], [-0.151, 0.186, 0.405], [-2.717, 1.549, -0.350], [0.607, 1.144, -0.022], [-1.193, 0.384, 1.178], [-2.649, 1.101, 0.674], [1.720, 0.604, -0.532], [-0.057, -1.968, 0.214], [2.443, -1.221, -1.063]], "gap_ev": [7.9, 7.8], "multiplicity": 1, "homo_energy_ha": [-0.3394, -0.3370]}



16.
{"formula": "C3H2N2O3", "method": "wB97M-V/def2-TZVPD", "elements": ["O", "C", "N", "C", "N", "C", "O", "O", "H", "H"], "xyz": [[2.527, -1.284, 0.222], [1.522, -0.610, -0.144], [1.421, 0.749, -0.137], [0.147, 1.184, -0.039], [-1.084, 0.622, 0.097], [-0.932, -0.882, -0.118], [-1.875, -1.593, 0.102], [0.375, -1.400, -0.245], [0.049, 2.214, 0.392], [-2.149, 1.000, -0.130]], "gap_ev": 10.2, "smiles": "O=c1nc[nH]c(=O)o1", "multiplicity": 1, "homo_energy_ha": -0.3964}



17.
{"formula": "C3H2N2O3S", "method": "wB97M-V/def2-TZVPD", "elements": ["C", "C", "C", "N", "N", "O", "O", "O", "S", "H", "H"], "xyz": [[0.037, 0.955, 0.123], [-0.412, 1.674, 1.191], [-0.605, -0.313, 0.547], [-1.282, 1.297, 2.085], [-1.428, 0.056, 1.804], [0.883, 1.057, -0.817], [0.576, -0.862, -2.861], [1.623, -1.478, -0.765], [1.644, -0.590, -1.916], [-1.172, -0.640, -0.276], [0.137, -1.155, 0.885]], "gap_ev": [7.8, 6.9], "multiplicity": 1, "homo_energy_ha": [-0.3886, -0.3825]}



18.
{"formula": "C3H2N2OS2", "method": "wB97M-V/def2-TZVPD", "elements": ["N", "C", "C", "O", "S", "C", "N", "S", "H", "H"], "xyz": [[-0.373, 1.032, 4.055], [-0.324, 0.310, 3.134], [-0.112, -0.203, 1.814], [0.154, -1.337, 1.589], [-0.432, 1.084, 0.456], [-0.214, -0.098, -1.015], [-0.223, 0.217, -2.213], [0.776, -0.890, -3.216], [0.075, -1.139, -0.601], [1.248, -0.072, -4.450]], "gap_ev": 8.3, "smiles": "N#CC(=O)S/C=N/S", "multiplicity": 1, "homo_energy_ha": -0.3462}



19.
{"formula": "C3H2N2S", "method": "wB97M-V/def2-TZVPD", "elements": ["S", "C", "N", "C", "C", "N", "H", "H"], "xyz": [[2.811, 0.004, -0.011], [1.234, -0.026, 0.006], [0.425, -1.185, 0.036], [-0.793, -0.724, -0.024], [-0.758, 0.774, -0.021], [0.440, 1.226, -0.019], [-1.720, -1.389, -0.152], [-1.639, 1.318, 0.187]], "gap_ev": 7.5, "smiles": "S=C1N=CC=N1", "multiplicity": 1, "homo_energy_ha": -0.3489}



20.
{"formula": "C3H2N2S", "method": "wB97M-V/def2-TZVPD", "elements": ["C", "C", "C", "N", "N", "S", "H", "H"], "xyz": [[-0.851, 0.684, 0.050], [-0.671, -0.712, -0.127], [1.162, 0.367, -0.185], [0.290, 1.341, 0.012], [0.577, -0.867, -0.506], [2.546, -0.396, 0.254], [-1.719, 1.157, 0.480], [-1.333, -1.574, 0.022]], "gap_ev": [6.9, 6.7], "multiplicity": 1, "homo_energy_ha": [-0.3299, -0.3177]}



Energy relative to the best compared isomer or geometry (same formula, charge and spin) in kJ/mol, matching the order above: 30.1, 64.3, 318.7, 462.7, 173.5, 39.5, 693.5, 378.5, 503.1, 233.2, 403.1, 173.8, 129.7, 396.5, 753.0, 242.0, 521.2, 258.7, 54.4, 208.8
DFT total energy in eV, matching the order above: -38551.9280, -42631.4845, -6119.1821, -8164.9172, -8167.9144, -8166.3477, -10211.0014, -10214.2664, -10212.9747, -10215.7721, -10214.0112, -10216.3873, -10213.3578, -12262.8721, -12259.1782, -12264.4741, -23094.2028, -29838.1139, -16956.8400, -16955.2396